Density functional theory data (wB97M-V/def2-TZVPD) for a structure of composition C2H4LiOY in a non-equilibrium geometry.

As for the frontier orbital gap (alpha / beta): 0.3105 / 0.2073 Ha. As for the net charge: +2. The LUMO energy (alpha / beta) comes out at -9.355 / -9.634 eV.

Last column: Löwdin charge in e.
Cartesian coordinates (Å):
C  -0.09481  0.24632  0.18660  -0.349
H  -0.00018  1.28787  0.51153  0.123
C  -1.35643  -0.02112  -0.34781  -0.077
H  -2.23583  0.13051  0.27932  0.099
H  -1.49512  0.04321  -1.43744  0.088
O  1.03011  -0.39350  -0.24478  -0.501
Li  2.68645  -0.21916  0.56046  0.784
Y  -0.00283  -2.08664  -1.00153  1.646
H  1.46864  1.01251  1.49366  0.188



Density functional theory data (wB97M-V/def2-TZVPD) for a structure of composition C5H12O3 in a non-equilibrium geometry.

As for the frontier orbital gap: 0.2463 Ha. As for the net charge: -2. The LUMO energy comes out at 6.730 eV.

Last column: Löwdin charge in e.
Cartesian coordinates (Å):
C  -3.27584  -0.51288  0.05266  -0.608
O  -4.35544  -0.49804  0.85981  -0.412
C  -2.04852  0.19425  0.61521  -0.247
C  -0.77060  0.10165  -0.25802  -0.257
C  0.52004  0.50384  0.41182  -0.235
C  1.78524  0.41322  -0.45096  -0.393
O  2.90958  0.93560  0.18412  -0.226
H  -3.53195  -0.04738  -0.95979  0.076
H  -2.91666  -1.53197  -0.26056  0.069
H  -1.79745  -0.24556  1.58514  0.096
H  -2.31457  1.24354  0.79944  0.095
H  -0.73340  -0.98050  -0.46698  0.096
H  -0.94194  0.54013  -1.24734  0.099
H  0.47946  1.52070  0.82467  0.103
H  0.70524  -0.13161  1.28286  0.106
H  1.89649  -0.66047  -0.70363  0.102
H  1.61432  0.93322  -1.40916  0.093
H  3.73171  0.15280  0.01734  -0.040
H  4.30864  -1.27022  -0.74112  -0.109
O  4.73564  -0.66031  -0.13553  -0.407



Density functional theory data (wB97M-V/def2-TZVPD) for the molecule C2H3BrS in a non-equilibrium geometry.

As for the frontier orbital gap: 0.2698 Ha. The LUMO energy comes out at -1.994 eV. As for the SMILES: C=CSBr.

Last column: Löwdin charge in e.
Cartesian coordinates (Å):
C  -0.81409  0.23333  -0.49373  -0.074
C  0.43059  -0.18013  -0.49867  -0.664
S  1.67303  0.44232  0.57654  0.484
Br  0.77935  -0.30854  2.81959  0.060
H  -1.41910  -0.29424  -1.31213  0.091
H  -1.36561  0.94279  0.15000  0.078
H  0.71585  -0.83554  -1.24162  0.024